# 1
This record from OMol25 describes a molecular structure, C35H18Cl6F5NO2PSSn. The level of theory is wB97M-V/def2-TZVPD.

Structure (ORCA input):
```
! wB97M-V def2-TZVPD RIJCOSX def2/J DEFGRID3
* xyz -2 2
Sn -1.19825 0.52918 1.12598
Cl 1.67349 -0.16593 2.50496
C 3.16170 -0.71574 1.76848
C 4.13090 -1.17972 2.62168
C 5.37606 -1.62359 2.12748
C 5.61253 -1.56329 0.74667
C 4.64837 -1.09707 -0.11232
C 3.35821 -0.67751 0.35093
P 2.13927 0.04399 -0.75389
C 3.16167 1.00300 -1.94835
C 3.67429 0.51539 -3.15160
C 4.44593 1.32461 -3.97313
C 4.73719 2.62983 -3.60441
C 4.23883 3.12404 -2.40365
C 3.46215 2.31928 -1.58924
C 1.72931 -1.39972 -1.83361
C 2.07687 -2.70786 -1.51000
C 1.63892 -3.76777 -2.29244
C 0.82433 -3.54051 -3.39181
C 0.44623 -2.24215 -3.70852
C 0.89091 -1.18409 -2.93210
H 3.92795 -1.20275 3.68552
H 6.13161 -1.99453 2.80906
H 6.57047 -1.89208 0.35536
H 4.85087 -1.06488 -1.17763
H 3.44816 -0.49818 -3.45854
H 4.81454 0.94039 -4.91829
H 5.34354 3.25773 -4.24667
H 4.44658 4.14936 -2.11913
H 3.05408 2.71046 -0.66335
H 2.70390 -2.89037 -0.64530
H 1.93018 -4.78105 -2.04094
H 0.47376 -4.37301 -3.99040
H -0.19833 -2.05918 -4.56123
H 0.60530 -0.16904 -3.18150
Cl -3.55156 -6.89219 3.48945
C -2.96160 -5.27163 3.33321
C -2.90220 -4.65013 2.08541
Cl -3.43138 -5.51585 0.68606
C -2.43228 -3.35704 1.95179
Cl -2.43743 -2.59246 0.41350
C -1.96036 -2.58084 3.06486
O -1.47733 -1.42296 2.97730
C -2.08758 -3.25277 4.32711
Cl -1.62539 -2.35239 5.72665
C -2.55841 -4.54715 4.45409
Cl -2.65265 -5.28779 6.01426
O -2.98654 1.36972 2.31520
N -3.21150 2.65616 2.46378
C -4.42448 3.00741 2.94481
C -4.75814 4.31257 3.18238
C -3.81912 5.31103 2.92077
C -2.59054 4.94154 2.41777
C -2.26706 3.60123 2.16951
S -0.74399 3.14841 1.53793
H -5.08958 2.17716 3.12297
H -5.73998 4.54718 3.56787
H -4.04940 6.35192 3.10274
H -1.83315 5.67771 2.19414
F -4.32261 0.10362 -0.24596
C -3.72752 0.95509 -1.11751
C -2.38672 1.24784 -0.97102
C -1.88424 2.11566 -1.92213
F -0.57719 2.45987 -1.88892
C -2.63911 2.66029 -2.94850
F -2.10542 3.49214 -3.86447
C -3.98109 2.33977 -3.04015
F -4.74011 2.86129 -4.01946
C -4.53459 1.47367 -2.11717
F -5.84130 1.15468 -2.21634
*
```

Results
Relative energy (zero: lowest compared OMol25 entry of this formula, charge and spin) (kcal per mole): 10.1
LUMO (alpha / beta) (eV): 3.83 / 3.83
HOMO (alpha / beta) (eV): 1.07 / -2.84
Frontier orbital gap (alpha / beta) (eV): 2.765 / 6.672

---

# 2
This record from OMol25 describes 2 unconnected molecules or ions with the total composition C2H12N4. The level of theory is wB97M-V/def2-TZVPD.

Structure (ORCA input):
```
! wB97M-V def2-TZVPD RIJCOSX def2/J DEFGRID3
* xyz 0 1
N 3.70571 1.63178 -1.78724
C 2.51931 2.05348 -1.07127
N 1.63905 0.99433 -0.63598
H 4.43938 1.28783 -1.18000
H 3.48092 0.84011 -2.37960
H 2.81871 2.63292 -0.20018
H 1.99800 2.80714 -1.68316
H 0.85284 0.82495 -1.24188
H 1.37216 0.92704 0.32959
N -2.52551 -1.13211 -0.07236
C -2.29913 -1.04614 1.39626
N -2.35622 -2.30118 2.12689
H -3.42432 -0.69775 -0.27319
H -2.71278 -2.09197 -0.35270
H -1.27624 -0.69707 1.50266
H -3.01414 -0.33012 1.79587
H -3.30730 -2.65824 2.15117
H -1.91046 -3.04501 1.57513
*
```

Results
SMILES: NCN.NCN
Relative energy (zero: lowest compared OMol25 entry of this formula, charge and spin) (kcal per mole): 8.8
LUMO (eV): 0.99
HOMO (eV): -8.97
Frontier orbital gap (eV): 9.956

---

# 3
This record from OMol25 describes 2 unconnected molecules or ions with the total composition C6H15NSi. The level of theory is wB97M-V/def2-TZVPD.

Structure (ORCA input):
```
! wB97M-V def2-TZVPD RIJCOSX def2/J DEFGRID3
* xyz 0 1
C 0.69452 -1.04618 -3.00834
Si -0.27647 0.35233 -2.74517
N -0.16628 1.56266 -1.45339
C -1.42656 1.70701 -0.67218
C 1.03749 1.40966 -0.65154
H 1.13758 -1.63591 -2.34429
H 1.05049 -1.18006 -4.03295
H -0.94539 0.96203 -3.89384
H -2.34027 1.82128 -1.42676
H -1.40273 0.78972 0.02904
H -1.34860 2.72675 -0.15428
H 1.20809 2.48412 -0.36852
H 0.99431 0.69732 0.30804
H 1.76998 1.07864 -1.20889
C -0.35878 -1.87213 1.16202
C 0.44903 -1.46454 2.12861
C 0.05350 -0.86196 3.46814
H -1.50260 -1.79051 1.29656
H -0.01309 -2.11008 0.24490
H 1.44187 -1.37178 1.78046
H -0.81515 -1.45243 3.90003
H -0.07231 0.29690 3.40099
H 0.83136 -1.10286 4.24133
*
```

Results
SMILES: C=[SiH]N(C)C.C=CC
Relative energy (zero: lowest compared OMol25 entry of this formula, charge and spin) (kcal per mole): 95.3
LUMO (eV): 0.43
HOMO (eV): -8.02
Frontier orbital gap (eV): 8.444

---

# 4
This record from OMol25 describes a single C6H8N2O4S2 molecule. The level of theory is wB97M-V/def2-TZVPD.

Structure (ORCA input):
```
! wB97M-V def2-TZVPD RIJCOSX def2/J DEFGRID3
* xyz 0 1
C -2.27841 -0.78136 -1.01322
C -1.90630 -1.74757 -0.00406
C -1.33177 -0.25998 -1.93580
C -0.56144 -1.91764 0.21165
C 0.03872 -0.57974 -1.81179
C 0.40752 -1.34134 -0.67640
N 1.46262 1.63243 1.55032
N 2.43274 2.42730 0.89624
O 2.32722 -1.91192 1.01991
O 2.48497 0.31076 -0.48662
O 1.63318 2.33583 -1.47254
O 4.05121 2.15507 -1.19456
S 2.14016 -1.49330 -0.36292
S 2.72659 1.95423 -0.74054
H -3.32522 -0.55814 -1.09739
H -2.45735 -2.21021 0.76356
H -1.53373 0.54569 -2.72306
H -0.30396 -2.44460 1.01716
H 0.58704 -0.10721 -2.57237
H 1.75450 1.02638 2.29199
H 0.86462 2.35447 1.93157
H 3.34705 2.66583 1.21913
*
```

Results
Relative energy (zero: lowest compared OMol25 entry of this formula, charge and spin) (kcal per mole): 0.0
LUMO (eV): -0.70
HOMO (eV): -9.64
Frontier orbital gap (eV): 8.940